No. 1
Entry from the Open Molecules 2025 dataset: a structure of composition C24H16Br2CoFN3O2S2 (ωB97M-V with the def2-TZVPD basis set).

Orbital gap: 7.295 eV
Net charge: +1
HOMO: -11.2 eV
Energy relative to the best compared isomer or geometry (same formula, charge and spin): 0.449 eV

Atoms and positions in Å:
Co 0.7554 -0.1650 -0.2248
Br 0.1421 -2.2692 5.8987
C 0.3576 -1.6252 4.1579
C 0.7831 -0.3227 3.9433
C 0.9390 0.1112 2.6431
N 0.7053 -0.6861 1.5994
C 0.2537 -1.9369 1.8064
C 0.0741 -2.4461 3.0776
C -0.0465 -2.6623 0.5566
C -0.5305 -3.9539 0.4821
C -0.7908 -4.4840 -0.7722
Br -1.4488 -6.2276 -0.9230
C -0.5698 -3.7206 -1.9089
C -0.0831 -2.4388 -1.7517
N 0.1757 -1.9298 -0.5472
H 0.9820 0.3480 4.7661
H 1.2398 1.1252 2.4206
H -0.2939 -3.4491 3.2319
H -0.7203 -4.5344 1.3723
H -0.7738 -4.1071 -2.8963
H 0.0923 -1.7873 -2.5979
F 4.2605 4.1676 1.5078
C 3.8294 3.0423 0.9420
C 3.9792 1.8547 1.6529
C 3.5360 0.6926 1.0695
C 2.9499 0.6953 -0.2149
C 2.5247 -0.5518 -0.8450
C 2.8265 1.9238 -0.8886
C 3.2625 3.1038 -0.3143
H 4.4477 1.8719 2.6272
H 3.6661 -0.2505 1.5871
H 2.9566 -1.4719 -0.4637
H 2.3947 -0.5269 -1.9241
H 2.3780 1.9414 -1.8719
H 3.1684 4.0557 -0.8167
O -0.1273 2.9236 -0.8532
S -0.7293 1.6984 -1.2825
O 0.1751 0.8201 -2.0788
N -1.1050 0.6714 -0.1066
C -2.3903 0.2524 -0.1359
S -3.0094 -0.9834 0.7441
C -3.1624 1.0746 -1.1323
C -4.5292 1.0897 -1.3414
C -5.0412 1.9802 -2.2770
C -4.2120 2.8427 -2.9919
C -2.8375 2.8369 -2.7929
C -2.3528 1.9384 -1.8643
H -5.1657 0.4222 -0.7762
H -6.1089 2.0152 -2.4469
H -4.6443 3.5286 -3.7075
H -2.1824 3.5024 -3.3380

Atomic partial charges in e from the natural (NBO) method, atoms 1 to 6: atom 1 (Co): 1.055, atom 2 (Br): 0.165, atom 3 (C): -0.032, atom 4 (C): -0.251, atom 5 (C): 0.086, atom 6 (N): -0.437

---

No. 2
Entry from the Open Molecules 2025 dataset: a structure of composition C24H16BrCl5N4O2PdS (ωB97M-V with the def2-TZVPD basis set).

Orbital gap: 5.442 eV
Net charge: +2
HOMO: -13.5 eV
Energy relative to the best compared isomer or geometry (same formula, charge and spin): 0.000 eV

Atoms and positions in Å:
Pd -0.0923 -0.5747 -0.4668
C -5.0758 1.0108 1.1757
C -4.1508 -0.1736 1.2029
C -4.5509 -1.4340 1.6231
C -3.6393 -2.4720 1.6367
C -2.3592 -2.2512 1.1638
Br -1.1790 -3.7079 1.1861
N -1.9520 -1.0500 0.7189
C -2.8384 -0.0425 0.7876
H -6.0389 0.7639 1.6161
H -5.2479 1.3374 0.1482
H -4.6519 1.8544 1.7231
H -5.5688 -1.6002 1.9529
H -3.9073 -3.4507 2.0059
H -2.4738 0.9360 0.5247
O 1.2388 3.6417 -1.2415
C 1.2241 2.5089 -0.8971
O 0.1825 1.9342 -0.2108
C 2.2639 1.4935 -1.2151
C 3.5422 1.9500 -1.4690
C 4.5155 1.0389 -1.8481
C 4.1505 -0.2826 -2.0240
C 2.8374 -0.6545 -1.7896
N 1.9058 0.2005 -1.3618
H 3.7502 3.0073 -1.3812
H 5.5325 1.3573 -2.0328
H 4.8625 -1.0235 -2.3597
H 2.5213 -1.6700 -1.9697
N 5.5929 -3.9679 1.9648
C 4.6505 -4.3408 1.0914
S 4.8047 -5.7415 0.2507
C 3.4687 -3.4586 0.8832
C 2.5203 -3.7750 -0.0887
C 1.4484 -2.9426 -0.3015
N 1.2632 -1.8193 0.4155
C 2.1529 -1.4978 1.3504
C 3.2553 -2.2894 1.6094
H 6.3726 -4.5850 2.1275
H 5.5002 -3.1591 2.5537
H 2.6416 -4.6766 -0.6746
H 0.7047 -3.1797 -1.0493
H 1.9731 -0.5783 1.8920
H 3.9290 -1.9771 2.3938
Cl -0.3126 4.2607 1.5971
C -1.3930 3.6676 0.4184
C -1.0330 2.5828 -0.3549
C -1.9012 2.0591 -1.2957
Cl -1.4089 0.6154 -2.1447
C -3.1698 2.5867 -1.4752
Cl -4.2583 1.8552 -2.5704
C -3.5472 3.6887 -0.7014
Cl -5.1134 4.3384 -0.8786
C -2.6599 4.2341 0.2341
Cl -3.1234 5.5818 1.1623

Atomic partial charges in e from the natural (NBO) method, atoms 1 to 6: atom 1 (Pd): 0.930, atom 2 (C): -0.643, atom 3 (C): -0.023, atom 4 (C): -0.092, atom 5 (C): -0.243, atom 6 (C): 0.130

---

No. 3
Entry from the Open Molecules 2025 dataset: a structure of composition C24H16Cl2MoN3O4Se2 (ωB97M-V with the def2-TZVPD basis set).

Orbital gap (alpha / beta): 6.046 / 5.827 eV
Net charge: +1
HOMO (alpha / beta): -10.6 / -10.6 eV
Spin multiplicity: 3
⟨S²⟩: 2.094

Atoms and positions in Å:
Mo 0.5008 -0.1817 -0.5038
Se 0.5654 -1.8036 1.2704
Se -0.3111 0.4712 2.5594
C 0.7923 1.7776 1.6991
C 1.2634 2.8716 2.4267
C 2.1287 3.7649 1.8377
C 2.5016 3.5687 0.5054
C 1.9895 2.4975 -0.1708
N 1.1419 1.6081 0.3967
C 0.5626 -4.1454 0.0877
C -0.1650 -5.2377 0.1564
C -1.2037 -5.0815 -0.9574
C -1.4644 -3.9802 -2.0389
C -0.9216 -2.6783 -2.2859
N -0.0068 -2.4607 -1.3100
H 0.9501 2.9640 3.4565
H 2.5253 4.6004 2.3986
H 3.1846 4.2410 0.0081
H 2.2431 2.3103 -1.2064
H -0.0994 -6.0696 0.8405
H -1.9070 -5.9007 -1.0602
H -2.2297 -4.3004 -2.7348
H -1.1640 -2.0434 -3.1183
O -3.4981 -0.9569 -0.4944
C -2.6538 -0.1146 -0.4890
O -1.3541 -0.4288 -0.7972
C -2.8325 1.3107 -0.1100
C -1.9295 2.2826 -0.5193
C -2.0186 3.5972 -0.0569
C -3.0520 3.8786 0.8011
O -3.3527 5.0611 1.3897
C -4.5424 4.8426 2.1537
O -4.9258 3.4813 1.9786
C -3.9947 2.9193 1.1630
C -3.9150 1.6270 0.7258
H -1.1872 2.0487 -1.2739
H -1.3242 4.3641 -0.3704
H -5.3350 5.5013 1.7963
H -4.3399 5.0360 3.2085
H -4.6281 0.8684 1.0145
Cl 0.8377 -2.8151 -0.3441
C 2.2595 -2.6893 -0.5450
C 3.3380 -3.4917 0.0131
C 4.5557 -3.7000 -0.5469
C 4.9797 -2.9173 -1.6309
C 4.1659 -1.8982 -2.0238
Cl 4.6050 -0.7616 -3.2431
C 2.9442 -1.6842 -1.3705
N 2.2006 -0.4989 -1.2644
H 2.9657 -4.1154 0.8209
H 5.2153 -4.4542 -0.1441
H 5.9396 -3.0850 -2.0981

Atomic partial charges in e from the natural (NBO) method, atoms 1 to 6: atom 1 (Mo): 1.158, atom 2 (Se): 0.277, atom 3 (Se): -0.038, atom 4 (C): 0.113, atom 5 (C): -0.273, atom 6 (C): -0.101

---

No. 4
Entry from the Open Molecules 2025 dataset: a structure of composition C24H16Cl3F3GeMoN7O4 (ωB97M-V with the def2-TZVPD basis set).

Orbital gap (alpha / beta): 5.956 / 5.696 eV
Net charge: +2
HOMO (alpha / beta): -14.1 / -14.3 eV
Energy relative to the best compared isomer or geometry (same formula, charge and spin): 2.657 eV
Spin multiplicity: 4
⟨S²⟩: 3.831

Atoms and positions in Å:
Mo -0.8198 0.4100 1.6306
N 2.4571 0.2789 0.5282
C 1.7382 -0.7788 0.1579
N 2.3531 -1.7329 -0.5334
C 1.7270 -2.8780 -0.7764
N 2.3846 -3.8124 -1.4394
N 0.4534 -3.0898 -0.3393
C -0.3046 -1.9424 0.0538
N 0.4256 -0.8157 0.5041
C -2.1966 -0.7381 -0.9685
C -3.1415 -0.8168 -1.9810
C -4.1835 0.0826 -1.9810
C -4.2630 1.0402 -0.9704
C -3.2929 1.0529 -0.0062
N -2.2547 0.1747 0.0057
H 3.4094 0.3196 0.1947
H 1.9880 1.1400 0.7786
H 3.3328 -3.5833 -1.6988
H 1.8959 -4.5446 -1.9415
H -3.0301 -1.5772 -2.7399
H -4.9340 0.0399 -2.7582
H -5.0650 1.7617 -0.9328
H -3.3073 1.7774 0.7975
F 1.5236 8.5483 -2.6254
C 2.3743 8.0057 -1.7496
F 2.6428 8.9169 -0.8134
F 3.5136 7.7385 -2.4016
C 1.8063 6.7371 -1.1495
C 1.0756 5.8800 -1.9646
C 0.5860 4.6990 -1.4462
C 0.8396 4.3746 -0.1072
C 1.5757 5.2442 0.7062
C 2.0537 6.4300 0.1814
C 0.3481 3.1574 0.4318
C -0.0901 2.1046 0.8950
H 0.8863 6.1455 -2.9951
H 0.0061 4.0264 -2.0627
H 1.7537 4.9886 1.7418
H 2.6138 7.1162 0.7998
Cl 0.8268 -0.7222 5.3939
Ge 0.6611 0.6174 3.7746
Cl 1.5273 2.4360 4.4114
Cl -2.1891 1.0600 3.3659
O -1.4531 -1.6812 2.1193
C -1.1028 -2.4697 1.2372
O -1.1759 -1.6361 -1.0518
C -1.1132 -3.8908 1.1696
C -1.3927 -4.7446 2.2073
C -0.9403 -6.0622 2.1449
C -0.1969 -6.5058 1.0154
C 0.0862 -5.6859 -0.0169
C -0.4298 -4.2908 -0.1203
N 0.5813 -6.3101 -1.2530
O 1.0383 -7.4154 -1.2023
O 0.4564 -5.6248 -2.2638
H -1.8798 -4.3661 3.0970
H -1.1351 -6.7494 2.9554
H 0.1048 -7.5434 0.9374
H -1.1547 -4.2955 -0.9465

Atomic partial charges in e from the natural (NBO) method, atoms 1 to 6: atom 1 (Mo): 0.862, atom 2 (N): -0.745, atom 3 (C): 0.662, atom 4 (N): -0.585, atom 5 (C): 0.677, atom 6 (N): -0.736

---

Q: Which value of net charge does entry 1 give?
A: +1

---

Q: Which formula does entry 2 have?
A: C24H16BrCl5N4O2PdS

---

Please write out number 4 again, unchanged.
Entry from the Open Molecules 2025 dataset: a structure of composition C24H16Cl3F3GeMoN7O4 (ωB97M-V with the def2-TZVPD basis set).

Orbital gap (alpha / beta): 5.956 / 5.696 eV
Net charge: +2
HOMO (alpha / beta): -14.1 / -14.3 eV
Energy relative to the best compared isomer or geometry (same formula, charge and spin): 2.657 eV
Spin multiplicity: 4
⟨S²⟩: 3.831

Atoms and positions in Å:
Mo -0.8198 0.4100 1.6306
N 2.4571 0.2789 0.5282
C 1.7382 -0.7788 0.1579
N 2.3531 -1.7329 -0.5334
C 1.7270 -2.8780 -0.7764
N 2.3846 -3.8124 -1.4394
N 0.4534 -3.0898 -0.3393
C -0.3046 -1.9424 0.0538
N 0.4256 -0.8157 0.5041
C -2.1966 -0.7381 -0.9685
C -3.1415 -0.8168 -1.9810
C -4.1835 0.0826 -1.9810
C -4.2630 1.0402 -0.9704
C -3.2929 1.0529 -0.0062
N -2.2547 0.1747 0.0057
H 3.4094 0.3196 0.1947
H 1.9880 1.1400 0.7786
H 3.3328 -3.5833 -1.6988
H 1.8959 -4.5446 -1.9415
H -3.0301 -1.5772 -2.7399
H -4.9340 0.0399 -2.7582
H -5.0650 1.7617 -0.9328
H -3.3073 1.7774 0.7975
F 1.5236 8.5483 -2.6254
C 2.3743 8.0057 -1.7496
F 2.6428 8.9169 -0.8134
F 3.5136 7.7385 -2.4016
C 1.8063 6.7371 -1.1495
C 1.0756 5.8800 -1.9646
C 0.5860 4.6990 -1.4462
C 0.8396 4.3746 -0.1072
C 1.5757 5.2442 0.7062
C 2.0537 6.4300 0.1814
C 0.3481 3.1574 0.4318
C -0.0901 2.1046 0.8950
H 0.8863 6.1455 -2.9951
H 0.0061 4.0264 -2.0627
H 1.7537 4.9886 1.7418
H 2.6138 7.1162 0.7998
Cl 0.8268 -0.7222 5.3939
Ge 0.6611 0.6174 3.7746
Cl 1.5273 2.4360 4.4114
Cl -2.1891 1.0600 3.3659
O -1.4531 -1.6812 2.1193
C -1.1028 -2.4697 1.2372
O -1.1759 -1.6361 -1.0518
C -1.1132 -3.8908 1.1696
C -1.3927 -4.7446 2.2073
C -0.9403 -6.0622 2.1449
C -0.1969 -6.5058 1.0154
C 0.0862 -5.6859 -0.0169
C -0.4298 -4.2908 -0.1203
N 0.5813 -6.3101 -1.2530
O 1.0383 -7.4154 -1.2023
O 0.4564 -5.6248 -2.2638
H -1.8798 -4.3661 3.0970
H -1.1351 -6.7494 2.9554
H 0.1048 -7.5434 0.9374
H -1.1547 -4.2955 -0.9465

Atomic partial charges in e from the natural (NBO) method, atoms 1 to 6: atom 1 (Mo): 0.862, atom 2 (N): -0.745, atom 3 (C): 0.662, atom 4 (N): -0.585, atom 5 (C): 0.677, atom 6 (N): -0.736